A cluster of 6 separate species, C43H70FN7O10S2 in total in a non-equilibrium geometry. Source: the Open Molecules 2025 dataset; level of theory: ωB97M-V with the def2-TZVPD basis set.

Each line ends with the Löwdin charge.
CARTESIAN COORDINATES (ANGSTROEM)
C 0.647 0.045 2.661  -0.0843
C 0.977 -1.234 1.865  -0.2276
C 2.021 -1.027 0.748  -0.1552
C 1.587 -1.686 -0.543  -0.1798
O 0.856 -0.774 -1.397  -0.0464
C 0.431 -1.482 -2.491  -0.1870
C 1.242 -1.549 -3.607  -0.0611
C 2.527 -0.758 -3.595  -0.0904
C 2.290 0.665 -4.195  -0.1031
C 1.560 1.569 -3.255  -0.2362
C 2.270 2.301 -2.301  -0.0438
C 1.622 3.124 -1.384  -0.0949
C 0.232 3.254 -1.406  -0.0902
C -0.487 2.534 -2.362  -0.0802
C 0.171 1.710 -3.275  -0.0373
C 0.845 -2.354 -4.726  -0.1597
C 1.715 -2.449 -5.961  -0.1196
C 1.183 -1.734 -7.209  -0.1713
O 0.820 -0.364 -7.011  -0.0344
C -0.496 -0.151 -6.827  -0.3694
O -1.032 0.806 -7.249  0.1248
C -0.351 -3.041 -4.650  -0.4607
S -0.913 -4.104 -5.976  0.8438
C -1.195 -2.920 -3.514  -0.2126
N -2.366 -3.594 -3.485  0.1514
C -3.105 -3.427 -2.442  -0.2285
S -4.621 -4.408 -2.553  0.6661
O -5.050 -4.833 -1.267  -0.2408
O -4.409 -5.402 -3.541  -0.2407
F -5.642 -3.402 -3.153  -0.1279
C -2.764 -2.568 -1.345  -0.1938
C -3.745 -2.349 -0.206  -0.2740
C -3.158 -1.471 0.918  -0.0628
C -5.033 -1.644 -0.715  -0.1658
C -4.843 -0.682 -1.904  -0.2347
C -3.949 0.532 -1.625  -0.0904
N -1.613 -1.957 -1.320  0.2447
C -0.819 -2.132 -2.422  -0.0994
H 1.093 -0.044 3.647  0.0633
H 1.063 0.935 2.197  0.0613
H -0.428 0.189 2.702  0.0535
H 0.073 -1.643 1.425  0.0804
H 1.346 -1.981 2.564  0.0990
H 2.272 0.020 0.609  0.1099
H 2.940 -1.541 1.026  0.1114
H 2.452 -2.061 -1.095  0.1206
H 0.954 -2.550 -0.342  0.1235
H 2.876 -0.629 -2.583  0.1060
H 3.277 -1.221 -4.218  0.0945
H 1.659 0.524 -5.064  0.0970
H 3.241 1.102 -4.467  0.0855
H 3.347 2.206 -2.238  0.1198
H 2.178 3.683 -0.644  0.1023
H -0.280 3.898 -0.710  0.0951
H -1.562 2.637 -2.370  0.0910
H -0.434 1.177 -3.998  0.1082
H 1.790 -3.500 -6.228  0.1087
H 2.712 -2.096 -5.740  0.1030
H 1.986 -1.727 -7.939  0.1288
H 0.368 -2.308 -7.637  0.0877
H -1.016 -0.893 -6.213  0.1413
H -0.275 -5.233 -5.626  -0.1075
H -3.968 -3.301 0.263  0.1283
H -2.651 -0.588 0.549  0.0640
H -2.533 -2.048 1.593  0.0770
H -3.992 -1.123 1.524  0.0665
H -5.478 -1.052 0.080  0.1057
H -5.782 -2.371 -1.011  0.0863
H -5.839 -0.295 -2.116  0.1080
H -4.538 -1.208 -2.803  0.0893
H -3.971 0.812 -0.577  0.0674
H -2.927 0.415 -1.969  0.0548
H -4.362 1.388 -2.158  0.0703
C -5.327 1.053 4.237  -0.0594
N -4.342 0.321 5.008  -0.1918
C -4.779 -0.748 5.898  -0.0268
C -3.030 0.590 4.933  -0.3438
O -2.165 0.002 5.553  -0.0047
H -6.038 1.543 4.905  0.0887
H -5.872 0.370 3.581  0.0858
H -4.837 1.810 3.628  0.0818
H -4.480 -0.526 6.922  0.0939
H -4.314 -1.691 5.610  0.0955
H -5.860 -0.843 5.847  0.0856
H -2.792 1.409 4.232  0.1338
C 0.926 -2.943 8.376  -0.0563
N -0.338 -2.968 7.669  -0.1926
C -0.444 -2.299 6.377  -0.0364
C -1.423 -3.584 8.165  -0.3651
O -2.510 -3.632 7.617  -0.0014
H 1.211 -1.909 8.574  0.0723
H 1.702 -3.414 7.769  0.0890
H 0.842 -3.477 9.320  0.0838
H -1.209 -1.529 6.417  0.0491
H -0.729 -3.025 5.613  0.0955
H 0.510 -1.848 6.115  0.0854
H -1.240 -4.057 9.146  0.1295
C 8.184 1.588 -5.510  -0.0553
N 6.810 1.312 -5.141  -0.1887
C 5.735 1.799 -5.993  -0.0290
C 6.492 0.624 -4.034  -0.3319
O 5.352 0.365 -3.686  0.0087
H 8.349 2.666 -5.557  0.0919
H 8.406 1.153 -6.487  0.0890
H 8.861 1.161 -4.773  0.0819
H 5.087 2.471 -5.428  0.0856
H 5.134 0.962 -6.352  0.0910
H 6.157 2.333 -6.840  0.0878
H 7.371 0.309 -3.448  0.1343
C -1.480 1.193 11.862  -0.0604
N -0.168 0.839 11.361  -0.1992
C 0.106 0.959 9.939  -0.0321
C 0.816 0.399 12.168  -0.3607
O 1.929 0.088 11.793  0.0111
H -2.243 0.567 11.394  0.0893
H -1.698 2.240 11.641  0.0882
H -1.519 1.046 12.940  0.0810
H 0.392 -0.010 9.532  0.0707
H 0.933 1.651 9.779  0.0952
H -0.777 1.321 9.419  0.0879
H 0.514 0.342 13.228  0.1313
C 1.314 6.839 -5.846  -0.0596
N 2.216 5.977 -5.109  -0.1923
C 1.664 4.962 -4.221  -0.0303
C 3.551 6.077 -5.218  -0.3616
O 4.352 5.373 -4.631  0.0003
H 0.690 7.408 -5.154  0.0886
H 0.670 6.242 -6.494  0.0904
H 1.882 7.535 -6.460  0.0801
H 2.012 5.136 -3.206  0.0877
H 2.002 3.978 -4.535  0.0865
H 0.578 5.001 -4.246  0.0925
H 3.869 6.873 -5.914  0.1301

Values from the calculation:
HOMO-LUMO gap = 7.9 eV
M = 928.2 Da
spin multiplicity = 1
LUMO = -0.84 eV